Record 1
{"formula": "C24H18BrN5O2Tl", "method": "ωB97M-V/def2-TZVPD", "gap_ha": 0.2956, "relative_energy_kj_mol": 0.0, "energy_ev": -111457.321, "total_charge": 1, "largest_force_ev_per_a": 0.29, "elements": ["O", "C", "C", "N", "C", "N", "H", "C", "C", "H", "C", "C", "H", "N", "C", "H", "C", "N", "C", "C", "H", "C", "Tl", "H", "H", "H", "H", "C", "H", "H", "C", "H", "Br", "C", "C", "C", "C", "C", "H", "H", "C", "H", "H", "H", "C", "O", "C", "H", "C", "C", "N"], "positions_angstrom": [[1.32, 0.03, -0.88], [-2.79, -1.88, -0.59], [-0.08, 6.30, 1.79], [-0.33, 4.06, 1.55], [-0.31, 7.57, 2.30], [-1.84, -0.89, -0.68], [2.99, -0.95, -1.64], [-3.91, 1.45, -5.32], [-3.79, -0.21, -3.60], [-1.56, 0.64, -2.12], [-5.36, -0.47, -5.40], [1.67, 1.35, -1.01], [-1.49, 8.64, 3.72], [-3.21, -0.71, -2.39], [2.89, 3.18, -1.95], [1.46, -1.86, -1.57], [1.00, 2.23, -0.15], [0.78, 5.83, 0.82], [-1.74, 5.29, 3.24], [1.30, 3.59, -0.20], [-2.28, 4.43, 3.60], [-1.98, 6.55, 3.75], [-0.11, -0.83, 1.23], [2.49, 5.11, -1.17], [-6.14, -1.03, -5.89], [-2.59, 1.57, -3.67], [-0.29, 2.50, 1.25], [-1.27, 7.68, 3.29], [-2.72, 6.68, 4.53], [1.44, 6.38, 0.29], [-0.77, 5.18, 2.24], [0.23, 8.44, 1.95], [4.17, 3.81, -3.18], [-2.12, -0.21, -1.76], [2.25, 4.06, -1.11], [-3.64, -1.78, -1.64], [0.59, 4.49, 0.72], [2.61, 1.82, -1.91], [-5.14, -1.88, -3.82], [3.14, 1.15, -2.57], [-5.50, 1.22, -7.18], [-4.51, -2.37, -1.90], [-3.57, 2.39, -5.75], [1.69, -0.62, -2.82], [-4.80, -0.94, -4.23], [0.09, 1.71, 0.71], [-4.92, 0.73, -5.95], [-2.81, -2.59, 0.22], [-3.35, 0.99, -4.15], [1.91, -0.90, -1.79], [-5.96, 1.62, -8.15]], "nbo_charge": [-0.542, -0.080, 0.161, -0.525, -0.238, -0.582, 0.198, -0.124, 0.241, 0.214, -0.134, 0.238, 0.227, -0.353, -0.092, 0.204, 0.347, -0.530, -0.201, -0.149, 0.226, -0.208, 0.887, 0.224, 0.243, 0.222, 0.529, -0.195, 0.226, 0.427, 0.085, 0.225, 0.103, 0.213, -0.209, -0.073, 0.400, -0.286, 0.226, 0.245, 0.255, 0.238, 0.240, 0.195, -0.238, -0.770, -0.164, 0.222, -0.256, -0.257, -0.257]}



Record 2
{"formula": "C15H44O7", "method": "ωB97M-V/def2-TZVPD", "gap_ha": 0.3564, "relative_energy_kj_mol": 30.0, "energy_ev": -30601.328, "largest_force_ev_per_a": 0.83, "smiles": "CC(C)O.CC(C)O.CC(C)O.CC(C)O.CC(C)O.O.O", "elements": ["H", "H", "H", "H", "C", "H", "H", "C", "H", "H", "H", "H", "C", "H", "H", "C", "H", "H", "H", "H", "H", "O", "H", "H", "O", "C", "H", "H", "H", "H", "C", "H", "H", "O", "H", "H", "C", "H", "O", "H", "H", "H", "H", "H", "C", "O", "H", "H", "H", "H", "H", "O", "H", "H", "H", "H", "H", "C", "O", "C", "C", "C", "H", "C", "C", "C"], "positions_angstrom": [[1.86, -3.59, -6.55], [-1.06, 1.79, 2.93], [0.27, -0.72, -1.99], [0.21, -0.33, 3.18], [1.18, -4.07, -3.19], [-4.64, -1.89, 0.76], [2.38, -0.26, 1.76], [1.93, 0.22, 0.89], [1.71, -5.10, -5.66], [-2.52, 2.57, 4.81], [-0.92, 3.41, 1.72], [-3.04, -0.87, -1.48], [-2.73, -0.40, -0.54], [0.13, -3.25, -4.92], [0.63, -5.01, -3.26], [-1.03, 1.29, 3.91], [2.86, -2.07, 0.18], [-4.32, 1.00, -0.19], [0.08, 3.25, -0.59], [-0.78, -0.76, 4.60], [1.29, 4.57, -0.98], [2.39, -1.69, -0.57], [-1.53, -0.61, 3.05], [1.62, 3.34, 0.23], [-3.44, 0.35, 1.59], [0.83, -0.08, -1.32], [0.23, 0.78, -1.01], [0.91, 5.50, 1.32], [-1.63, 5.02, -0.29], [0.32, 2.70, 4.24], [-2.30, 1.51, 4.69], [1.66, 0.37, -1.88], [3.06, -3.99, -5.30], [-0.18, 3.95, 2.00], [0.56, -1.37, 0.35], [-3.15, 1.03, 4.22], [-1.00, 5.59, 0.39], [-2.17, -1.16, 0.01], [4.26, -2.97, 1.21], [0.77, -3.43, -2.41], [1.11, 0.85, 1.22], [3.92, -3.32, 2.04], [2.41, -2.00, -3.90], [2.69, 0.83, 0.40], [1.37, -0.79, -0.11], [1.58, -1.98, -4.38], [-4.19, 0.54, 2.15], [-2.16, 1.06, 5.68], [-2.05, 0.40, -0.81], [4.74, -2.33, -2.35], [2.22, -4.24, -2.92], [4.08, -1.78, -2.78], [3.39, -1.65, -2.11], [-1.62, 5.91, 1.22], [5.22, -2.98, 1.30], [-5.89, -0.60, 0.85], [-0.68, 6.50, -0.13], [0.20, 4.79, 0.89], [0.08, 1.86, 4.64], [0.83, 3.95, -0.21], [2.00, -4.05, -5.57], [1.15, -3.34, -4.53], [-5.39, -1.17, -0.71], [-0.75, -0.17, 3.67], [-5.03, -0.98, 0.30], [-3.92, 0.07, 0.25]], "nbo_charge": [0.213, 0.152, 0.230, 0.210, -0.637, 0.214, 0.208, -0.633, 0.200, 0.210, 0.461, 0.214, -0.626, 0.165, 0.206, 0.099, 0.502, 0.156, 0.199, 0.203, 0.218, -0.773, 0.224, 0.221, -0.737, -0.626, 0.202, 0.177, 0.200, 0.484, -0.620, 0.216, 0.206, -0.736, 0.157, 0.196, -0.639, 0.216, -0.954, 0.219, 0.216, 0.481, 0.483, 0.211, 0.097, -0.744, 0.466, 0.212, 0.215, 0.469, 0.204, -0.981, 0.503, 0.221, 0.485, 0.203, 0.217, 0.094, -0.744, -0.631, -0.627, 0.100, 0.215, -0.629, -0.631, 0.096]}